1.
# C5H13S

A cluster of 2 separate species, C5H13S in total (ωB97M-V with the def2-TZVPD basis set, OMol25).

Values from the calculation:
- 2S+1: 1
- Energy relative to the best compared isomer or geometry (same formula, charge and spin): 0.00 kcal per mole
- Charge: -1
- Lowest unoccupied orbital energy: 4.2 eV

```
19
Properties=species:S:1:pos:R:3:forces:R:3
C 2.35737 1.90251 -1.35603 -0.30 -0.16 0.02
C 0.89600 1.76630 -1.77893 -0.03 -0.13 0.11
C 0.06910 0.88246 -0.83300 0.13 0.06 0.07
S 0.68070 -0.82813 -0.69944 0.08 -0.01 -0.16
H 2.42982 2.38792 -0.37901 0.05 0.12 -0.02
H 2.93212 2.46381 -2.09625 0.08 0.07 0.07
H 2.77081 0.90030 -1.24636 0.08 -0.01 -0.04
H 0.43280 2.76182 -1.84583 0.00 -0.01 -0.07
H 0.85961 1.29951 -2.76805 -0.02 0.09 -0.05
H -0.96935 0.87929 -1.18230 0.01 0.03 -0.03
H 0.05656 1.35531 0.16026 0.02 0.00 -0.03
C -2.15212 -1.93173 1.27838 -0.06 -0.29 -0.03
C -0.98095 -2.02171 2.25103 -0.06 0.21 -0.03
H -1.88285 -2.37856 0.32227 0.07 0.06 -0.03
H -2.40143 -0.89129 1.07080 0.00 0.02 0.00
H -3.05117 -2.44326 1.64224 0.02 0.09 0.11
H -0.09676 -1.60567 1.75730 -0.09 -0.02 0.10
H -1.19322 -1.44904 3.15963 0.08 -0.06 0.04
H -0.75703 -3.04984 2.54331 -0.06 -0.05 -0.02
```
Positions in Å, forces in eV/Å.


2.
# C5H14

A cluster of 2 separate species, C5H14 in total in a non-equilibrium geometry (ωB97M-V with the def2-TZVPD basis set, OMol25).

Values from the calculation:
- 2S+1: 1
- SMILES: CCC.CC
- Energy relative to the best compared isomer or geometry (same formula, charge and spin): 12.57 kcal per mole
- Charge: 0
- Lowest unoccupied orbital energy: 1.1 eV

```
19
Properties=species:S:1:pos:R:3:forces:R:3
C -0.50945 1.88216 -0.61139 -0.13 -0.74 0.35
C -1.68493 0.94443 -0.88465 0.05 -0.37 -1.12
C -2.20777 0.22514 0.36155 0.17 0.53 0.44
H -0.46319 2.64462 -1.38416 0.26 0.21 0.22
H 0.41850 1.32010 -0.55710 0.11 0.15 -0.25
H -0.64681 2.27570 0.39539 0.01 0.64 -0.16
H -2.39432 1.54879 -1.46369 -0.54 -0.29 0.63
H -1.40607 0.17602 -1.61899 0.22 0.16 0.09
H -1.56698 0.51372 1.18973 0.14 0.00 0.29
H -3.20302 0.53039 0.67351 -0.22 -0.08 -0.20
H -2.14806 -0.85977 0.34014 -0.18 -0.07 -0.35
C 2.16570 -1.93036 0.95821 0.07 0.10 1.10
C 1.76858 -0.90965 -0.07122 1.27 0.78 -1.28
H 2.33800 -2.93275 0.56693 -0.03 0.10 -0.11
H 3.02483 -1.64507 1.57916 0.13 0.04 -0.51
H 1.37411 -1.98249 1.70696 -0.24 -0.31 -0.08
H 2.53026 -0.68381 -0.84340 0.06 -0.85 0.16
H 1.71002 0.11320 0.30215 -0.79 -0.29 0.60
H 0.90061 -1.23037 -0.63911 -0.38 0.30 0.20
```
Positions in Å, forces in eV/Å.


3.
# C5H14

A cluster of 2 separate species, C5H14 in total in a non-equilibrium geometry (ωB97M-V with the def2-TZVPD basis set, OMol25).

Values from the calculation:
- 2S+1: 1
- SMILES: CCC.CC
- Energy relative to the best compared isomer or geometry (same formula, charge and spin): 41.72 kcal per mole
- Charge: 0
- Lowest unoccupied orbital energy: 1.1 eV

```
19
Properties=species:S:1:pos:R:3:forces:R:3
C -1.00129 -0.23998 0.52199 2.07 0.86 -1.26
C -1.81225 -0.40468 -0.77098 -1.94 -1.03 1.17
C -2.88510 -1.62991 -0.58607 -0.10 3.26 -3.32
H -1.29723 0.54540 1.22768 0.13 1.00 -1.01
H 0.13103 -0.14260 0.21017 -2.49 -0.51 1.37
H -1.28945 -0.98912 1.19961 0.77 -2.09 0.55
H -2.27525 0.59515 -0.94279 -0.04 -1.05 -0.54
H -1.23330 -0.76104 -1.62160 0.34 0.67 0.11
H -2.67368 -2.45403 -1.21860 0.90 -0.92 -0.40
H -3.06612 -1.95532 0.35817 -0.10 -0.74 2.99
H -3.86530 -1.35521 -0.99670 0.02 0.38 0.21
C 2.35760 0.61435 0.80047 0.37 -0.89 -0.12
C 2.99485 1.57045 -0.21751 -1.33 -0.01 2.18
H 1.38907 0.86428 1.18819 -0.51 0.61 -0.26
H 2.21381 -0.33200 0.23764 0.36 -0.01 1.21
H 2.95469 0.58639 1.74207 -0.05 -0.77 -0.94
H 2.35505 2.39725 -0.33850 -0.94 1.07 -0.72
H 3.22046 1.11744 -1.13679 0.63 -0.45 -1.05
H 3.78243 1.97319 0.34354 1.91 0.62 -0.17
```
Positions in Å, forces in eV/Å.


4.
# C5H14

A cluster of 2 separate species, C5H14 in total in a non-equilibrium geometry (ωB97M-V with the def2-TZVPD basis set, OMol25).

Values from the calculation:
- 2S+1: 1
- SMILES: CCC.CC
- Energy relative to the best compared isomer or geometry (same formula, charge and spin): 15.33 kcal per mole
- Charge: 0
- Lowest unoccupied orbital energy: 1.1 eV

```
19
Properties=species:S:1:pos:R:3:forces:R:3
C -2.07766 -0.25250 0.79060 0.55 0.18 -0.67
C -1.32050 0.94152 0.20589 -0.64 0.41 0.34
C -2.27939 2.13743 0.05501 0.60 0.00 -1.08
H -2.57004 0.12369 1.67612 0.00 -0.68 0.65
H -1.42902 -1.13090 0.86718 -0.03 0.22 0.82
H -2.84567 -0.60453 0.10560 -0.29 0.32 -0.21
H -0.53237 1.32751 0.87680 0.16 -0.80 -0.41
H -0.94923 0.62965 -0.78794 0.25 0.55 0.49
H -2.68622 2.59729 0.95133 0.15 -0.46 0.50
H -1.70871 2.95493 -0.43537 -0.73 -0.41 -0.16
H -3.12471 1.75570 -0.52655 0.00 0.66 -0.27
C 2.02135 -1.01145 -0.63613 0.22 1.94 2.17
C 3.35803 -1.66907 -0.34120 -0.63 -0.96 -0.07
H 1.44450 -1.50584 -1.40204 -0.23 0.22 -0.14
H 1.44864 -0.77110 0.28614 -0.25 -1.35 -0.25
H 2.22088 0.06656 -0.76684 0.04 -0.35 -1.42
H 3.24528 -2.71209 0.00314 -0.02 0.44 0.18
H 3.83208 -1.77199 -1.30344 0.83 0.18 -0.18
H 3.95277 -1.10481 0.38171 0.02 -0.12 -0.28
```
Positions in Å, forces in eV/Å.


5.
# C5H14

A cluster of 2 separate species, C5H14 in total in a non-equilibrium geometry (ωB97M-V with the def2-TZVPD basis set, OMol25).

Values from the calculation:
- 2S+1: 1
- SMILES: CCC.CC
- Energy relative to the best compared isomer or geometry (same formula, charge and spin): 46.56 kcal per mole
- Charge: 0
- Lowest unoccupied orbital energy: 1.1 eV

```
19
Properties=species:S:1:pos:R:3:forces:R:3
C 1.18729 -0.21383 -1.65181 2.67 -0.76 0.40
C 1.50594 -1.64460 -1.11482 -3.83 -0.47 -3.49
C 0.56234 -2.10027 -0.02895 1.08 -2.21 1.81
H 0.77860 -0.21609 -2.63692 -0.99 0.15 -0.35
H 2.17506 0.27472 -1.78738 -0.48 0.03 0.06
H 0.69641 0.34812 -0.88421 -0.78 0.44 0.00
H 2.51636 -1.78713 -1.10032 2.77 -0.14 1.61
H 1.32517 -2.40534 -1.95125 -0.12 1.10 0.54
H -0.18636 -2.89501 -0.32401 0.73 1.17 0.09
H 1.19211 -2.59488 0.76141 -0.62 0.10 -0.50
H 0.08450 -1.32269 0.53788 -0.44 0.60 -0.15
C -1.96456 1.58209 0.82430 -0.93 -0.51 -3.18
C -0.99822 2.15570 1.85277 1.62 -2.04 -1.21
H -2.30808 0.51912 1.05592 0.91 1.15 -0.60
H -1.50732 1.68779 -0.33811 -1.22 -0.63 3.13
H -2.95986 2.12284 0.74050 1.25 -0.26 0.37
H 0.05109 1.68756 1.64392 -1.48 1.25 -0.14
H -0.98329 3.26546 1.61488 0.21 -1.24 1.74
H -1.16721 1.53646 2.78623 -0.36 2.25 -0.12
```
Positions in Å, forces in eV/Å.


6.
# C5H14

A cluster of 2 separate species, C5H14 in total in a non-equilibrium geometry (ωB97M-V with the def2-TZVPD basis set, OMol25).

Values from the calculation:
- 2S+1: 1
- SMILES: CCC.CC
- Energy relative to the best compared isomer or geometry (same formula, charge and spin): 33.85 kcal per mole
- Charge: 0
- Lowest unoccupied orbital energy: 1.1 eV

```
19
Properties=species:S:1:pos:R:3:forces:R:3
C 0.94390 1.25953 -1.05258 0.98 -1.70 1.19
C 0.49216 1.86733 0.32626 -0.74 -2.12 -2.75
C -0.92698 2.23253 0.06606 -2.04 -0.96 -1.48
H 0.94983 1.86067 -1.92439 -0.43 1.42 -0.51
H 1.99349 0.91983 -1.01918 -0.35 -0.24 0.19
H 0.29611 0.38790 -1.34403 0.70 0.73 0.58
H 0.65519 1.15735 1.10143 -0.08 -0.79 0.62
H 1.01879 2.70302 0.59381 1.62 2.22 0.44
H -1.50361 2.61027 0.94800 0.39 -0.18 -0.93
H -0.81925 2.98585 -0.78612 -0.95 -0.69 1.25
H -1.47860 1.25577 -0.41865 1.00 2.50 1.35
C -0.48142 -1.75984 0.37862 0.50 3.42 -2.62
C 0.02918 -3.12852 0.53269 3.13 -0.72 1.40
H -1.49713 -1.65818 0.56934 -1.97 -0.08 1.28
H 0.04332 -0.89302 0.86720 -0.32 -1.25 -0.03
H -0.58997 -1.35080 -0.69391 0.90 -1.07 1.03
H -0.52492 -3.67953 1.29656 -0.06 -0.37 -0.61
H 0.30384 -3.64620 -0.37398 -1.10 -0.47 -0.47
H 1.09607 -3.12393 0.93288 -1.14 0.36 0.08
```
Positions in Å, forces in eV/Å.


Number 1: molecular weight 105.2 g mol⁻¹, HOMO level -2.3 eV. Number 2: molecular weight 74.2 g mol⁻¹, HOMO level -11.0 eV. Number 3: molecular weight 74.2 g mol⁻¹, HOMO level -10.7 eV. Number 4: molecular weight 74.2 g mol⁻¹, HOMO level -11.1 eV. Number 5: molecular weight 74.2 g mol⁻¹, HOMO level -10.7 eV. Number 6: molecular weight 74.2 g mol⁻¹, HOMO level -11.1 eV.